The following is a DFT calculation (ωB97M-V with the def2-TZVPD basis set) of C6H7N in the gas phase.

Last column: Löwdin charge in e.
Cartesian coordinates (Å):
C: -1.76593 1.55144 -1.51745  0.123
C: -1.12868 0.94090 -0.69734  -0.115
C: -0.07085 0.34572 0.13111  -0.390
C: -0.42395 -0.19426 1.52187  -0.060
C: 0.66683 -0.72608 -0.71104  -0.152
C: 2.01622 -0.96632 -0.19506  -0.226
N: 3.07881 -1.11643 0.23589  0.146
H: -2.36175 2.03736 -2.25693  0.028
H: 0.60543 1.19174 0.29785  0.146
H: -0.93415 -1.16336 1.49565  0.085
H: 0.51465 -0.32870 2.07079  0.081
H: -1.04386 0.51190 2.07917  0.082
H: 0.11124 -1.67162 -0.69772  0.129
H: 0.73600 -0.41229 -1.75678  0.124

The highest occupied orbital energy is -10.46 eV. The value obtained for the relative energy (zero: lowest compared OMol25 entry of this formula, charge and spin) is 220.8 kJ/mol. As for the structure (SMILES): C#C[C@@H](C)CC#N. Its spin multiplicity is 1.